Arrangement 1

Entry from OMol25: the molecule C5H11NO2 (ωB97M-V/def2-TZVPD).

Bonds (Å) are listed after each position.
Geometry (Å):
1 C 1.92141 0.01725 1.08037  C2 1.541, H9 1.021, H10 1.120, H11 1.043
2 C 0.59025 -0.63346 0.65833  C1 1.541, C3 1.528, C4 1.551, H12 1.213
3 C 0.68605 -2.02530 0.03397  C2 1.528, H13 1.076, H14 1.056, H15 1.035
4 C -0.01079 0.22793 -0.48245  C2 1.551, N5 1.515, H16 1.122, H17 1.133
5 N -1.36070 0.72240 -0.00442  C4 1.515, C6 1.368, H18 0.971
6 C -1.84072 1.74436 -0.77731  N5 1.368, O7 1.226, O8 1.333
7 O -1.18598 2.46924 -1.51742  C6 1.226
8 O -3.16538 1.77764 -0.62884  C6 1.333, H19 1.119
9 H 2.31954 0.47286 0.25784  C1 1.021
10 H 2.78642 -0.69258 1.03764  C1 1.120
11 H 1.95061 0.63609 1.91925  C1 1.043
12 H 0.10297 -0.65541 1.76859  C2 1.213
13 H 1.31861 -2.72337 0.55387  C3 1.076
14 H 0.95280 -2.14104 -0.98105  C3 1.056
15 H -0.26417 -2.43107 0.08969  C3 1.035
16 H 0.76629 1.02242 -0.63687  C4 1.122
17 H -0.26221 -0.32723 -1.43811  C4 1.133
18 H -1.78557 -0.07699 0.34691  N5 0.971
19 H -3.51941 2.61627 -1.27998  O8 1.119

Computed properties:
Structure (SMILES) = CC(C)CNC(=O)O
Highest occupied orbital energy = -0.36040 Eh
LUMO level = 0.726 eV



Arrangement 2

Entry from OMol25: a cluster of 2 separate species, C5H11NO2 in total (ωB97M-V/def2-TZVPD).

Bonds (Å) are listed after each position.
Geometry (Å):
1 O -1.06532 2.66317 0.13645  C2 1.221
2 C -1.06957 1.52329 -0.30083  O1 1.221, N3 1.363, H8 1.102
3 N -0.44507 0.50861 0.36196  C2 1.363, C4 1.479, C7 1.507
4 C 0.23864 0.70347 1.65865  N3 1.479, C5 1.559, H9 1.146, H10 1.102
5 C 1.04818 -0.60792 1.89398  C4 1.559, C6 1.552, H11 1.079, H12 1.090
6 C 0.61070 -1.51048 0.70975  C5 1.552, C7 1.477, H13 1.094, H14 1.104
7 C 0.26740 -0.58615 -0.39017  N3 1.507, C6 1.477, H15 1.123, H16 1.094
8 H -1.71528 1.25202 -1.15177  C2 1.102
9 H 0.84133 1.66885 1.52345  C4 1.146
10 H -0.50918 0.88142 2.44870  C4 1.102
11 H 0.69688 -0.97629 2.84578  C5 1.079
12 H 2.12189 -0.42737 1.93765  C5 1.090
13 H -0.24391 -2.14678 0.95605  C6 1.094
14 H 1.40147 -2.19741 0.36216  C6 1.104
15 H -0.37582 -0.94327 -1.23901  C7 1.123
16 H 1.01442 -0.08559 -1.01396  C7 1.094
17 O -0.81139 0.03518 -3.25118  H18 0.957, H19 0.968
18 H -0.57085 0.79432 -3.78187  O17 0.957
19 H -1.43451 -0.54907 -3.70578  O17 0.968

Computed properties:
Structure (SMILES) = O=CN1CCCC1.O
Highest occupied orbital energy = -0.32368 Eh
LUMO level = 0.506 eV



The relative energies come out as arrangement 1 0.999; arrangement 2 0.000, with values in eV.